Below is a molecular structure, C5H5FeO in a non-equilibrium geometry, with properties calculated with ωB97M-V with the def2-TZVPD basis set.

Cartesian coordinates (Å):
C: -1.75843 3.69038 -0.79842
C: -1.99262 2.89495 -2.04138
H: -2.46104 4.47417 -0.51248
H: -0.72574 3.90423 -0.51829
H: -1.12007 2.56950 -2.60963
H: -2.87062 3.08821 -2.65904
C: -2.27479 2.24093 -0.67317
C: -1.41016 1.19153 -0.17293
H: -3.32878 2.15110 -0.39523
C: -0.51709 0.42036 0.13820
O: 0.55265 -0.21944 0.38340
Fe: 2.25738 -0.18372 0.46728

Cartesian forces (eV/Å) of the 2 atoms listed first:
0.1 -0.1 -0.3
0.0 0.1 0.2

2S+1 ... 5
Electronic energy ... -1532.00489 Eh
⟨S²⟩ ... 6.0321
Charge ... +1
E_HOMO (alpha / beta) ... -12.99 / -12.55 eV
HOMO-LUMO gap (alpha / beta) ... 7.014 / 5.873 eV

=====

Below is a molecular structure, C5H5IN2S in a non-equilibrium geometry, with properties calculated with ωB97M-V with the def2-TZVPD basis set.

Cartesian coordinates (Å):
C: -1.18603 -0.64613 1.31876
C: 0.03861 -0.61007 -1.60577
C: -0.77582 0.47382 -1.39236
C: 0.25779 1.27336 0.85454
C: 0.11270 -0.02225 1.48418
N: -2.28814 -0.89704 1.19729
N: 1.06333 -0.84177 -0.80167
S: -0.37569 1.93111 -0.55063
I: 2.31527 -2.36981 -1.37004
H: -0.38555 -1.21166 -2.45021
H: -1.61774 0.75670 -2.12275
H: 0.64630 2.14485 1.44941
H: 0.38704 0.05399 2.64853
H: 0.77565 -0.91623 1.16586

Cartesian forces (eV/Å) of the 2 atoms listed first:
0.3 1.4 0.4
0.4 -1.4 0.5

Electronic energy ... -998.75978 Eh
E_HOMO (alpha / beta) ... -8.13 / -8.08 eV
HOMO-LUMO gap (alpha / beta) ... 6.959 / 6.794 eV